{"formula": "C30H71N4O20P3S5", "method": "the ωB97M-V functional and the def2-TZVPD basis", "species": ["H", "H", "C", "H", "O", "P", "S", "H", "H", "C", "H", "C", "S", "C", "H", "O", "H", "C", "S", "H", "H", "O", "C", "H", "H", "C", "H", "C", "H", "C", "C", "O", "H", "H", "C", "H", "H", "H", "O", "N", "H", "C", "H", "C", "O", "H", "C", "H", "H", "H", "H", "C", "H", "H", "C", "H", "N", "O", "H", "C", "H", "S", "H", "O", "N", "P", "H", "H", "O", "N", "H", "C", "H", "O", "O", "H", "H", "C", "C", "C", "H", "H", "C", "O", "O", "P", "O", "H", "O", "C", "H", "H", "C", "O", "H", "H", "O", "H", "H", "H", "H", "H", "H", "H", "H", "S", "C", "H", "H", "H", "H", "H", "O", "C", "H", "H", "O", "H", "O", "C", "H", "H", "C", "H", "H", "C", "H", "H", "H", "C", "H", "H", "H"], "coordinates": [[1.45411, 6.62014, 4.20938], [6.72942, -8.54962, -2.75688], [0.84596, 6.07850, 3.49078], [5.59737, -6.86325, -4.25698], [-4.26989, -0.03669, -0.71821], [2.08649, -2.76247, -4.04224], [3.53986, -9.63192, -4.09713], [-2.84033, 3.74039, -1.17889], [-1.53016, 3.82551, 0.01662], [3.25006, 7.20622, 0.63586], [-3.21882, -2.91461, -3.88879], [-2.77197, -0.12996, 3.35014], [-3.75201, 7.23656, -1.22147], [2.82592, 6.78719, -0.75716], [-0.12827, -5.54579, 0.30496], [4.04121, -10.58211, -3.15578], [6.15297, -7.11588, -1.88081], [-6.11150, 4.59144, 5.80238], [1.85616, 5.60914, 2.13176], [2.29742, -0.46235, -2.31365], [-6.46136, 3.71604, 6.34159], [2.38751, -8.84821, -3.77126], [0.40635, 1.46179, -0.19781], [3.93020, -0.80353, -0.74266], [0.02730, 6.69153, 3.12311], [0.44332, -6.06476, -0.45997], [-3.52277, 8.68208, -3.05685], [-2.98254, -0.89493, -3.17906], [-4.72506, 7.38379, -3.34992], [-3.76515, -1.29366, 3.39785], [-2.52206, 3.93655, 7.16541], [-4.81387, 6.44625, -0.68362], [-0.34876, -0.45391, 0.42665], [-2.47531, 3.73054, 8.23239], [1.88624, -0.39782, -1.30514], [-4.46651, -1.19480, 4.22430], [-3.24685, -2.24393, 3.51049], [-3.04724, 4.68450, 0.29003], [2.52919, -1.71897, -5.17161], [5.30846, -4.95237, -0.54046], [-3.13206, 0.66705, 1.40925], [3.30852, -10.42216, -5.65067], [-6.34981, 1.09806, -2.19686], [1.42939, -2.73812, 0.52642], [2.18722, 7.06913, 1.60523], [2.95518, -9.68868, -6.36937], [-2.31775, 0.15493, 1.91746], [-2.16802, -0.80528, 1.42578], [-1.28198, 6.28560, -0.46763], [4.46758, -4.64246, 2.28869], [4.12188, 6.64704, 0.97784], [-6.56902, 0.05740, -1.97588], [-1.89110, -0.39358, 3.93922], [4.57682, -3.75548, -3.16921], [1.89751, -5.57202, -0.42599], [-3.21922, 0.75942, 3.79176], [0.36676, -2.91542, 0.91699], [0.77641, -2.49076, -3.45751], [3.61403, 7.03198, -1.46945], [0.02310, 0.45859, 0.88278], [-1.69368, 5.92449, 7.25468], [-5.06158, -0.78467, -1.64487], [0.65021, 2.39213, 0.32011], [3.06394, 5.00014, 2.59735], [2.04947, -4.41760, -1.33320], [3.76964, -2.70665, 1.62911], [-6.62406, 4.68398, 4.84772], [1.72708, -4.13640, -5.64871], [-4.16502, 3.09813, 4.88187], [3.60619, -4.11282, 2.24036], [-2.86518, -2.80399, -2.16671], [2.93149, -0.97116, -0.34507], [-1.47287, 5.13300, 5.69819], [-3.92082, 5.55632, 4.76845], [3.21893, -1.54623, 2.58433], [1.91214, 7.30424, -1.04994], [0.41753, -7.12515, -0.22148], [-4.33942, 8.10427, -2.63423], [4.37594, -4.31568, -0.72165], [-1.48387, 4.96887, 6.77497], [0.97106, -0.98186, -1.32574], [-4.34058, -1.34605, 2.47422], [-2.32504, 4.38974, -0.47020], [-4.40638, -0.63246, -3.08288], [2.21602, -4.15331, -4.81195], [3.77772, -2.71651, -2.67167], [5.21936, -2.19727, 1.21890], [2.52061, 1.58473, -0.71026], [-5.33790, -2.16303, -1.39039], [2.79026, -2.46737, 0.06591], [2.55053, -6.39469, -0.72044], [5.84638, -2.40653, 1.92683], [1.61488, 1.10055, -1.07640], [4.70828, -8.65257, -4.53964], [0.46124, 5.15957, 3.92792], [-0.46250, 1.68083, -0.81886], [-3.87425, 4.39385, 6.94113], [2.89183, -0.37857, 0.56541], [-7.06343, -0.42906, -2.81201], [5.26667, -8.63902, -1.78153], [2.29427, -1.32002, 2.40151], [3.50466, 8.26345, 0.65680], [-0.01511, -5.87015, -1.42481], [-5.13590, 8.76079, -2.29200], [-2.46838, -0.34809, -2.38720], [-4.40296, 4.39178, 5.44226], [-1.05682, 1.02683, 1.82657], [-6.24071, 5.49591, 6.39005], [-0.63239, 1.13679, 2.82433], [1.43121, 1.52328, -2.06473], [2.56390, -11.20017, -5.49988], [-1.57845, -2.50487, -3.33579], [-2.71846, 6.30176, -1.97699], [3.18160, -3.52309, -1.06200], [2.11708, -4.77884, -2.27589], [0.91754, 0.20257, 1.45633], [-3.02790, 8.12986, -0.36969], [2.63549, 5.71617, -0.81060], [1.05153, 4.92937, 1.16403], [-1.73950, 5.59407, -1.17571], [3.10876, -1.03253, -4.81406], [-2.37085, 2.99386, 6.63779], [5.03146, -7.56263, -3.64461], [4.10703, -7.06590, -3.34418], [-2.68893, -0.45591, -4.13032], [5.84396, -7.99607, -2.44421], [-7.17688, -0.02324, -1.07780], [4.25294, -10.85858, -5.96318], [-1.32293, 2.02151, 1.47348], [-2.64291, -2.36985, -3.14004], [2.12847, -5.25899, 0.58835], [-0.49503, 4.62780, 7.08324], [-0.96716, 5.28508, -1.87692]], "energy_ev": -161214.982, "smiles": "CCCCCCCCC[C@@](C#N)([C@@](C#N)(NCC)PP(=O)(O)O)P(=N)(O)O.CCOS(C)(=O)=O.CCOS(C)(=O)=O.CCOS(C)(=O)=O.CCOS(C)(=O)=O.CCOS(C)(=O)=O"}